No. 1
Formula: C10H11BrFN2S
Source: OMol25
Level of theory: wB97M-V/def2-TZVPD

Values from the calculation:
- highest occupied orbital energy (eV) = -12.07
- charge = +1
- SMILES string = N[C@]1(c2cc(F)cc(Br)c2)SC=C[C@@H]1[NH3+]
- gap between HOMO and LUMO (eV) = 8.59
- LUMO (eV) = -3.5

CARTESIAN COORDINATES (ANGSTROEM)
Br1 -2.56 1.70 -3.66
S1 -1.92 -1.41 0.50
F1 2.26 2.65 -1.97
N1 -0.52 0.55 2.09
N2 0.91 -1.46 2.52
C1 1.03 2.05 -1.76
C2 -1.36 0.76 -1.33
C3 -1.19 1.58 -2.48
C4 -0.49 -0.14 0.76
C5 0.52 -2.31 0.16
C6 0.77 -1.16 0.96
C7 0.77 1.50 -0.55
C8 -0.33 0.70 -0.41
C9 -0.81 -2.55 -0.15
C10 0.05 2.25 -2.75
H1 0.18 -0.84 2.84
H2 1.47 1.50 0.19
H3 -1.36 0.93 2.54
H4 0.80 -2.57 2.60
H5 1.65 -0.66 0.62
H6 -2.26 0.27 -1.17
H7 -1.14 -3.46 -0.74
H8 0.33 2.82 -3.59
H9 1.73 -1.20 3.02
H10 1.35 -2.85 -0.18
H11 0.12 1.37 1.93

No. 2
Formula: C6H10O
Source: OMol25
Level of theory: wB97M-V/def2-TZVPD

Values from the calculation:
- highest occupied orbital energy (eV) = -7.79
- gap between HOMO and LUMO (eV) = 8.46
- LUMO (eV) = 0.7

CARTESIAN COORDINATES (ANGSTROEM)
O1 1.77 -0.02 -0.49
C1 0.69 -0.64 1.20
C2 0.92 -1.16 -0.19
C3 -1.22 1.34 -0.34
C4 1.60 0.45 0.85
C5 -0.41 -1.08 -0.87
C6 -1.13 -0.11 0.08
H1 1.30 1.51 0.90
H2 -0.52 -0.37 1.39
H3 1.47 -2.10 -0.29
H4 -0.27 1.69 -0.75
H5 -1.51 1.99 0.50
H6 -0.35 -0.74 -1.91
H7 -1.98 1.45 -1.13
H8 2.53 0.36 1.44
H9 -2.10 -0.48 0.44
H10 -0.90 -2.07 -0.87

No. 3
Formula: C30H30BO8P
Source: OMol25
Level of theory: wB97M-V/def2-TZVPD

Values from the calculation:
- highest occupied orbital energy (eV) = -7.89
- SMILES string = O=C1C=CC(=O)C=C1.O=C1C=CC(=O)C=C1.O=C1C=CC(=O)C=C1.O=C1C=CC(=O)C=C1.C=CB(C)P(C)CC
- gap between HOMO and LUMO (eV) = 5.99
- LUMO (eV) = -1.9

CARTESIAN COORDINATES (ANGSTROEM)
P1 2.01 -0.44 1.00
O1 9.05 3.22 4.07
O2 5.23 -5.40 -4.97
O3 -7.50 1.38 1.54
O4 -11.82 3.54 1.38
O5 -11.41 -1.52 -0.14
O6 7.68 -1.35 1.77
O7 -3.32 -0.66 -0.99
O8 4.83 -0.33 -3.48
C1 -4.87 1.10 -0.82
C2 -10.32 0.41 0.62
C3 2.10 2.29 -0.24
C4 6.33 -3.46 -4.22
C5 4.63 -0.28 -0.02
C6 -5.96 -0.38 1.37
C7 0.76 -1.80 1.44
C8 -0.41 0.92 -0.39
C9 4.93 -1.49 -3.82
C10 8.00 -0.30 2.30
C11 -11.50 -0.36 0.21
C12 6.23 -2.19 -3.84
C13 3.27 -1.08 -0.30
C14 -4.28 -0.19 -0.41
C15 8.73 2.17 3.54
C16 -4.90 -0.90 0.74
C17 7.54 1.00 1.75
C18 5.14 -4.24 -4.63
C19 7.88 2.15 2.33
C20 -10.42 1.69 1.01
C21 -12.92 1.60 0.61
C22 3.84 -3.54 -4.60
C23 9.19 0.88 4.09
C24 3.73 -2.27 -4.23
C25 -6.54 0.91 0.96
C26 -5.92 1.62 -0.18
C27 -12.81 0.33 0.23
C28 -11.73 2.38 1.03
C29 2.26 3.31 0.69
C30 8.85 -0.27 3.51
B1 1.14 1.02 0.07
H1 3.41 -2.19 -0.24
H2 -9.56 2.27 1.31
H3 9.81 0.92 4.97
H4 -9.37 -0.11 0.60
H5 1.11 -2.77 0.99
H6 -6.42 -0.88 2.21
H7 7.28 -3.98 -4.24
H8 -13.86 2.12 0.63
H9 2.79 -1.75 -4.21
H10 2.66 2.25 -1.22
H11 9.17 -1.23 3.89
H12 7.56 3.11 1.95
H13 -1.00 0.57 0.51
H14 -4.40 1.60 -1.66
H15 6.92 0.96 0.87
H16 -13.67 -0.25 -0.08
H17 2.69 4.29 0.34
H18 2.02 3.18 1.78
H19 -0.27 -1.54 1.05
H20 -0.51 0.09 -1.16
H21 -6.36 2.56 -0.47
H22 -4.46 -1.84 1.02
H23 7.09 -1.60 -3.54
H24 0.76 -1.92 2.56
H25 4.69 0.11 1.04
H26 2.98 -4.13 -4.91
H27 5.47 -1.02 -0.23
H28 2.89 -0.76 -1.33
H29 4.72 0.62 -0.70
H30 -0.85 1.89 -0.74

No. 4
Formula: C4H7NO
Source: OMol25
Level of theory: wB97M-V/def2-TZVPD

Values from the calculation:
- highest occupied orbital energy (eV) = -9.92
- SMILES string = CC(=O)[C@H]1CN1
- gap between HOMO and LUMO (eV) = 10.93
- LUMO (eV) = 1.0

CARTESIAN COORDINATES (ANGSTROEM)
O1 -0.10 0.38 1.69
N1 0.75 -1.82 0.21
C1 1.59 -0.81 -0.40
C2 0.10 -0.68 -0.40
C3 -0.45 0.36 0.53
C4 -1.41 1.39 -0.03
H1 2.13 -0.13 0.25
H2 -0.46 -0.88 -1.32
H3 -1.60 1.25 -1.10
H4 -2.36 1.32 0.52
H5 -1.01 2.39 0.15
H6 2.09 -1.10 -1.32
H7 0.73 -1.67 1.22

No. 5
Formula: C36H39BO4
Source: OMol25
Level of theory: wB97M-V/def2-TZVPD

Values from the calculation:
- highest occupied orbital energy (eV) = -6.13
- gap between HOMO and LUMO (eV) = 2.94
- LUMO (eV) = -3.2

CARTESIAN COORDINATES (ANGSTROEM)
O1 -5.59 0.35 3.70
O2 4.55 0.48 3.27
O3 -1.24 0.91 -0.83
O4 1.03 1.27 -0.92
C1 -2.14 2.86 -1.82
C2 0.61 3.12 -2.64
C3 2.13 -2.94 -0.60
C4 0.54 -0.81 -3.97
C5 -4.32 0.24 3.22
C6 1.24 3.47 -0.32
C7 0.71 -0.08 2.00
C8 -3.23 0.98 3.67
C9 -2.99 -0.78 1.49
C10 3.99 -1.87 2.92
C11 0.78 -2.21 -4.17
C12 2.83 -0.97 2.73
C13 3.08 -1.75 -4.79
C14 3.23 0.36 3.01
C15 1.14 -3.92 -0.61
C16 5.13 -0.87 3.20
C17 -1.86 -0.02 1.90
C18 -0.71 -0.35 -3.53
C19 1.09 1.22 2.45
C20 -1.10 2.34 -0.85
C21 2.89 -0.38 -4.56
C22 2.36 1.45 2.91
C23 -0.53 -0.22 1.18
C24 -1.42 2.85 0.54
C25 1.56 -1.17 2.23
C26 1.65 0.08 -4.16
C27 -2.00 0.77 3.07
C28 -5.51 -1.34 1.95
C29 0.48 -1.18 -0.87
C30 2.03 -2.66 -4.58
C31 -0.19 -3.53 -0.92
C32 -0.48 -2.18 -1.13
C33 -4.19 -0.68 2.16
C34 1.82 -1.58 -0.80
C35 -6.43 -0.62 2.95
C36 0.43 2.57 -1.22
B1 0.02 0.39 -0.37
H1 -5.47 -2.40 2.17
H2 -5.86 -1.20 0.93
H3 2.63 -0.85 -0.83
H4 2.70 2.45 3.21
H5 -1.12 1.17 3.56
H6 3.17 -3.23 -0.39
H7 -0.78 2.36 1.28
H8 1.34 -4.95 -0.36
H9 3.71 0.33 -4.71
H10 -1.49 -1.93 -1.45
H11 -7.24 -0.07 2.47
H12 -0.05 -2.90 -4.01
H13 -2.10 3.95 -1.88
H14 3.85 -2.52 3.78
H15 0.21 4.15 -2.72
H16 -1.32 3.93 0.66
H17 4.05 -2.10 -5.15
H18 -0.98 -4.27 -0.98
H19 -6.87 -1.32 3.68
H20 1.34 3.00 0.67
H21 0.33 2.00 2.56
H22 -0.68 -1.27 0.90
H23 0.85 4.49 -0.21
H24 0.11 2.55 -3.43
H25 1.67 3.21 -2.91
H26 5.63 -1.07 4.15
H27 -2.87 -1.54 0.70
H28 2.18 -3.73 -4.77
H29 -3.14 2.60 -1.46
H30 -2.04 2.44 -2.82
H31 -0.92 0.71 -3.52
H32 1.16 -2.18 2.06
H33 5.88 -0.86 2.40
H34 -3.34 1.66 4.51
H35 -2.45 2.57 0.80
H36 -1.41 -1.03 -3.10
H37 4.19 -2.48 2.04
H38 2.26 3.54 -0.73
H39 1.48 1.16 -3.99

No. 6
Formula: C35H37FHgP2
Source: OMol25
Level of theory: wB97M-V/def2-TZVPD

Values from the calculation:
- highest occupied orbital energy (spin up / spin down) (eV) = -5.75 / -5.75
- gap between HOMO and LUMO (spin up / spin down) (eV) = 5.33 / 5.32
- LUMO (spin up / spin down) (eV) = -0.4 / -0.4

CARTESIAN COORDINATES (ANGSTROEM)
Hg1 1.28 0.59 -1.18
P1 2.65 2.33 -0.06
P2 -0.21 2.11 -2.58
F1 1.71 -1.12 0.17
C1 2.69 3.91 2.19
C2 6.08 -0.85 -0.30
C3 6.01 0.04 0.79
C4 0.90 0.74 -6.28
C5 -4.57 3.46 -2.20
C6 2.07 3.20 4.41
C7 3.17 3.31 -4.50
C8 2.37 2.63 1.70
C9 0.47 1.58 -5.25
C10 4.34 5.11 -1.82
C11 1.76 1.93 3.93
C12 -1.97 2.46 -2.38
C13 0.67 3.54 -1.90
C14 1.90 1.63 2.57
C15 5.58 3.26 -3.74
C16 -2.83 2.39 -3.49
C17 -3.75 3.45 -1.07
C18 0.06 -1.18 -5.06
C19 3.69 5.39 -3.20
C20 -4.13 2.91 -3.41
C21 4.59 3.06 -4.89
C22 5.10 -0.81 -1.30
C23 4.03 1.06 -0.15
C24 4.97 0.97 0.87
C25 2.56 4.19 3.55
C26 0.67 -0.64 -6.19
C27 -2.46 2.94 -1.15
C28 4.57 3.66 -1.49
C29 2.76 4.36 -3.79
C30 5.09 2.82 -2.40
C31 4.10 0.15 -1.25
C32 -0.02 1.04 -4.05
C33 -0.27 -0.35 -3.98
C34 1.70 3.59 -0.94
C35 -0.63 -0.33 -0.66
H1 4.61 3.47 -0.41
H2 4.93 1.67 1.72
H3 5.14 -1.50 -2.15
H4 6.48 2.67 -3.99
H5 0.96 -1.30 -7.02
H6 1.40 1.16 4.62
H7 3.72 5.58 -1.03
H8 1.67 0.64 2.19
H9 4.89 3.74 -5.71
H10 1.93 4.59 -0.56
H11 4.67 2.03 -5.28
H12 2.49 2.66 -5.04
H13 0.56 2.66 -5.34
H14 -0.63 -0.17 0.42
H15 -0.55 -1.40 -0.89
H16 3.40 0.21 -2.10
H17 -1.81 2.91 -0.28
H18 6.76 0.00 1.57
H19 4.50 5.64 -3.91
H20 3.12 6.33 -3.09
H21 -2.49 1.94 -4.42
H22 -0.15 -2.26 -5.00
H23 5.35 1.78 -2.17
H24 5.30 5.64 -1.80
H25 6.87 -1.60 -0.35
H26 -1.55 0.11 -1.10
H27 3.08 4.67 1.50
H28 -0.69 -0.77 -3.07
H29 -4.11 3.86 -0.12
H30 0.29 4.51 -2.27
H31 2.83 5.18 3.92
H32 1.72 4.68 -3.78
H33 1.40 1.16 -7.15
H34 -4.78 2.90 -4.28
H35 1.93 3.44 5.47
H36 5.91 4.32 -3.71
H37 -5.57 3.91 -2.14